[1]
Density functional theory data (ωB97M-V/def2-TZVPD) for a structure of composition C44H37BrClN2P2Re at a distorted geometry.

The geometry in XYZ format:
```
88
Properties=species:S:1:pos:R:3:mulliken_spin:R:1
Re -0.38980 0.22602 -1.32088 2.58
Br -0.20288 6.53228 2.44626 0.00
C -0.66214 5.06523 1.39463 0.00
C -1.12227 5.26068 0.09253 0.01
C -1.46762 4.16992 -0.68627 0.00
C -1.34862 2.89532 -0.14988 0.02
C -0.88633 2.68736 1.13939 0.07
C -0.54459 3.78051 1.91820 0.01
N -1.70183 1.76621 -0.96865 -0.07
C -2.78807 1.76855 -1.65445 0.04
C -3.00807 0.70616 -2.63212 0.04
C -4.13100 0.63625 -3.42869 0.02
C -4.21883 -0.39636 -4.36186 0.02
C -3.19239 -1.31641 -4.44414 -0.01
C -2.09109 -1.19084 -3.60165 0.02
N -1.98711 -0.19433 -2.72380 -0.01
H -1.20021 6.25889 -0.30800 0.00
H -1.78583 4.31857 -1.70804 0.00
H -0.86608 1.69594 1.56070 -0.06
H -0.20563 3.64096 2.93336 0.00
H -3.52325 2.55389 -1.50004 -0.01
H -4.91961 1.36719 -3.32609 0.00
H -5.08127 -0.47133 -5.00958 0.00
H -3.22894 -2.13292 -5.14917 0.00
H -1.28037 -1.90474 -3.62176 0.02
Cl 5.18372 -1.84323 -4.36679 0.00
C 3.86180 -0.87397 -3.87629 0.02
C 2.59062 -1.15145 -4.37382 0.00
C 1.52575 -0.37450 -3.96080 0.00
C 1.70571 0.67426 -3.04405 0.06
C 0.56755 1.52211 -2.67004 0.01
C 3.00123 0.94289 -2.57344 0.02
C 4.07344 0.18341 -2.99240 0.00
H 2.46086 -1.94411 -5.09369 0.00
H 0.55639 -0.53023 -4.40951 0.00
H -0.15088 1.70158 -3.47471 -0.01
H 0.80174 2.45149 -2.14413 0.00
H 3.17052 1.78279 -1.91678 0.01
H 5.07562 0.40676 -2.65942 0.00
C 0.57711 -0.80539 2.03306 -0.04
P 1.24637 -0.27354 0.42682 0.08
C 2.72924 0.66240 0.72670 -0.03
C 3.87466 0.02063 1.20258 0.00
C 4.98879 0.77571 1.53018 0.00
C 4.95258 2.15832 1.41013 0.00
C 3.80131 2.79911 0.96649 0.00
C 2.68804 2.05175 0.62043 0.01
C 1.47770 -1.67722 -0.69016 0.01
C 0.27457 -2.22002 -1.21585 0.12
C 0.31735 -3.22802 -2.19034 0.01
C 1.53781 -3.70148 -2.62197 0.00
C 2.71870 -3.16484 -2.11209 0.00
C 2.69879 -2.14351 -1.17866 0.04
P -1.15097 -1.55039 1.88242 0.05
C -1.12444 -2.78699 3.22080 0.01
C -0.12500 -3.76462 3.19316 0.00
C -0.09464 -4.76253 4.14999 0.00
C -1.07454 -4.80639 5.13454 0.00
C -2.08567 -3.85599 5.15151 0.00
C -2.11540 -2.84928 4.19784 0.00
C -2.14092 -0.15756 2.51151 0.01
C -1.90690 0.47772 3.73197 0.00
C -2.68885 1.54457 4.13002 0.00
C -3.72536 1.99216 3.31303 0.00
C -3.98127 1.36205 2.10837 0.00
C -3.19238 0.28930 1.71260 0.02
H 0.56328 0.07130 2.68347 0.00
H 1.31671 -1.50510 2.44493 0.00
H 3.90310 -1.05371 1.34025 0.00
H 5.88002 0.28677 1.89159 0.00
H 5.82222 2.74021 1.67802 0.00
H 3.77398 3.87533 0.89397 0.00
H 1.79097 2.55523 0.28135 0.00
H -0.67999 -2.08125 -0.68053 -0.08
H -0.59852 -3.69307 -2.53107 0.00
H 1.58210 -4.50929 -3.33839 0.00
H 3.66865 -3.55041 -2.45269 0.00
H 3.62795 -1.71645 -0.82895 0.00
H 0.62833 -3.76318 2.41331 0.00
H 0.68507 -5.50927 4.12657 0.00
H -1.05573 -5.58873 5.87937 0.00
H -2.85285 -3.89511 5.91007 0.00
H -2.91632 -2.12470 4.22114 0.00
H -1.12303 0.11946 4.38828 0.00
H -2.51122 2.01969 5.08186 0.00
H -4.34517 2.81579 3.63339 0.00
H -4.81204 1.68311 1.49743 0.00
H -3.41442 -0.23336 0.78743 -0.02
```

- 2S+1: 4
- Kohn-Sham gap (spin up / spin down): 5.300 / 4.646 eV
- Expectation value of S²: 3.7931
- Charge: +3
- F_max: 0.02145 Eh/bohr



[2]
Density functional theory data (ωB97M-V/def2-TZVPD) for a structure of composition C44H37BrHgN4O3 at a distorted geometry.

The geometry in XYZ format:
```
90
Properties=species:S:1:pos:R:3:mulliken_spin:R:1
Hg -0.11052 0.89128 -0.83186 0.00
O 1.91703 0.73598 -0.96425 0.00
C 2.79143 0.64012 0.10909 -0.06
C 2.26468 1.30962 1.42102 -0.01
C 1.02499 0.72354 2.02709 0.01
C 1.06177 -0.15267 3.10071 0.02
C -0.13076 -0.53699 3.69524 0.00
C -1.32487 -0.04641 3.18896 0.01
C -1.29983 0.78449 2.07715 -0.01
C -2.54832 1.34448 1.46234 0.00
C -3.02083 0.71303 0.10503 -0.02
O -2.14015 0.95706 -0.93873 0.00
C -4.35390 1.40345 -0.30168 0.00
C -5.03092 2.33823 0.47110 0.00
C -6.19057 2.94742 0.00182 0.00
C -6.69418 2.63464 -1.24711 0.00
C -6.02674 1.69964 -2.02898 0.00
C -4.86916 1.10321 -1.56340 0.00
C -3.39728 -0.77261 0.25576 -0.03
C -4.03522 -1.27371 1.38498 0.01
C -4.49883 -2.58105 1.41953 0.00
C -4.34196 -3.40982 0.32043 0.01
C -3.69500 -2.92605 -0.80745 -0.03
C -3.23417 -1.62146 -0.83548 0.05
N -0.13757 1.16692 1.52289 0.00
C 4.09000 1.36260 -0.33195 0.00
C 4.69395 2.40187 0.36523 0.00
C 5.86184 2.99390 -0.10664 0.00
C 6.43678 2.56386 -1.28861 0.00
C 5.82834 1.53915 -2.00514 0.00
C 4.66908 0.95145 -1.53322 0.00
C 3.23432 -0.80682 0.39832 0.03
C 2.91045 -1.80858 -0.50534 0.06
C 3.37463 -3.10476 -0.33803 0.01
C 4.20519 -3.41098 0.72919 0.00
C 4.57576 -2.40557 1.61263 0.00
C 4.09115 -1.11681 1.45226 0.00
H 2.04330 2.34683 1.16634 0.00
H 3.05965 1.28525 2.16462 0.00
H 2.00940 -0.51602 3.47466 0.00
H -0.13071 -1.20631 4.54553 0.00
H -2.26658 -0.31345 3.64831 0.00
H -2.36278 2.39556 1.22670 0.00
H -3.36047 1.27350 2.18339 0.00
H -4.67092 2.62602 1.44973 0.00
H -6.69659 3.67810 0.62215 0.00
H -7.59495 3.11350 -1.61121 0.00
H -6.40538 1.43885 -3.00994 0.00
H -4.33450 0.40412 -2.18880 0.00
H -4.18283 -0.64848 2.25850 0.00
H -4.99207 -2.95642 2.30898 0.00
H -4.71828 -4.42481 0.34536 0.00
H -3.55117 -3.56439 -1.67009 0.00
H -2.70835 -1.24865 -1.70216 0.00
H 4.26719 2.77218 1.28866 0.00
H 6.32270 3.79315 0.46240 0.00
H 7.34967 3.02099 -1.65001 0.00
H 6.26800 1.19520 -2.93343 0.00
H 4.18765 0.16273 -2.09567 0.00
H 2.29066 -1.54607 -1.34783 -0.03
H 3.08985 -3.86422 -1.05598 -0.01
H 4.57872 -4.41725 0.87383 0.00
H 5.25721 -2.62242 2.42751 0.00
H 4.40975 -0.34692 2.14793 0.00
Br -2.46586 4.03918 -2.02350 0.00
C -0.78119 4.49527 -1.28418 0.00
C -0.60759 5.79556 -0.83876 0.00
C 0.64208 6.17233 -0.37468 0.00
C 1.66479 5.23358 -0.42809 0.00
C 1.38298 3.96580 -0.89025 0.00
N 0.16642 3.56786 -1.28897 0.00
H -1.43479 6.48943 -0.86559 0.00
H 0.81001 7.17321 -0.00123 0.00
H 2.67153 5.48501 -0.12241 0.00
H 2.15431 3.20698 -0.97035 0.00
N 0.71582 -6.59387 -2.15523 0.01
C 0.53908 -5.26003 -2.55347 0.06
O 0.64070 -4.97118 -3.75981 0.12
C 0.21290 -4.32518 -1.50508 0.07
C -0.06767 -4.69927 -0.14743 0.33
C -0.35180 -3.69931 0.75688 -0.11
C -0.35027 -2.37166 0.33978 0.36
N -0.09980 -1.99241 -0.94540 0.05
C 0.15292 -2.94846 -1.81352 0.01
H 1.11974 -7.16867 -2.87620 0.00
H 1.08501 -6.76005 -1.23272 0.01
H -0.09170 -5.73589 0.16446 0.08
H -0.58512 -3.92930 1.79149 -0.01
H -0.57333 -1.58994 1.04023 0.01
H 0.34207 -2.64115 -2.83835 -0.01
```

- 2S+1: 2
- Kohn-Sham gap (spin up / spin down): 3.273 / 7.190 eV
- Energy relative to the best compared isomer or geometry (same formula, charge and spin): 0.0 kcal per mole
- Expectation value of S²: 0.7700
- Charge: -1
- F_max: 0.02144 Eh/bohr



What are the calculated total energy values for these records? In order: -152455.420 -132549.809 eV.